{"formula": "C33H35AuCl2N3O5SSi", "method": "ωB97M-V/def2-TZVPD", "species": ["Au", "N", "C", "O", "C", "C", "H", "H", "H", "H", "H", "H", "Cl", "C", "C", "C", "C", "C", "Cl", "C", "N", "C", "C", "C", "C", "C", "C", "C", "C", "O", "O", "H", "H", "H", "H", "H", "H", "H", "H", "H", "H", "C", "C", "C", "C", "Si", "O", "C", "C", "C", "C", "C", "C", "C", "C", "C", "C", "C", "C", "H", "H", "H", "H", "H", "H", "H", "H", "H", "H", "H", "H", "H", "H", "H", "H", "H", "H", "H", "O", "S", "N"], "coordinates": [[-0.849783, -1.012469, 0.918521], [-1.305610, -3.199817, -3.129040], [-1.604049, -2.416004, -2.049731], [-1.473286, -1.210548, -2.095507], [-2.163376, -3.151490, -0.848762], [-1.444482, -2.913748, 0.474943], [-0.884625, -2.748729, -3.924238], [-1.238292, -4.196700, -3.040170], [-2.146605, -4.227037, -1.052027], [-3.212614, -2.856481, -0.770469], [-0.551030, -3.536105, 0.521624], [-2.102341, -3.193685, 1.296372], [4.717020, -3.560008, -3.251049], [3.746407, -2.159082, -3.598768], [3.930775, -1.542432, -4.826212], [3.284983, -0.351604, -5.106284], [2.483886, 0.232246, -4.137003], [2.293292, -0.398071, -2.921855], [1.347967, 0.389469, -1.711077], [2.872251, -1.647643, -2.629033], [2.645242, -2.249157, -1.403134], [2.301938, -3.604969, -1.228178], [1.863435, -4.406321, -2.279317], [1.515536, -5.730294, -2.063288], [1.584772, -6.269444, -0.787337], [2.002313, -5.465342, 0.263620], [2.368005, -4.140189, 0.065713], [2.728242, -3.271496, 1.244442], [1.447451, -2.576175, 1.704415], [0.836475, -2.940026, 2.688130], [1.076201, -1.649695, 0.865277], [4.608002, -1.993321, -5.538005], [3.426302, 0.133210, -6.062406], [1.994532, 1.180748, -4.309434], [2.178842, -1.653676, -0.717040], [1.787433, -3.981171, -3.271850], [1.184005, -6.338509, -2.896398], [1.312592, -7.301550, -0.609418], [2.038964, -5.864486, 1.270350], [3.475213, -2.530890, 0.954598], [3.106892, -3.873043, 2.067707], [0.938316, 2.763444, 3.807518], [0.758551, 3.359670, 2.405295], [0.389403, 4.839525, 2.530175], [2.092335, 3.224458, 1.661978], [-0.630219, 2.354122, 1.556696], [-0.107317, 0.848072, 1.439344], [-1.098244, 3.113324, -0.120118], [-2.429148, 3.290875, -0.508494], [-2.766808, 3.784020, -1.762104], [-1.772217, 4.114063, -2.669930], [-0.442605, 3.931024, -2.318247], [-0.117453, 3.434376, -1.064192], [-2.143347, 2.507656, 2.686514], [-3.000438, 3.611114, 2.714219], [-4.092260, 3.661723, 3.571130], [-4.351555, 2.599875, 4.426048], [-3.509344, 1.497102, 4.424012], [-2.420854, 1.456365, 3.564113], [1.753022, 3.278930, 4.331305], [1.186528, 1.701540, 3.751503], [0.033493, 2.867421, 4.409771], [1.199674, 5.395588, 3.018426], [-0.512680, 4.976628, 3.131001], [0.215630, 5.295026, 1.551335], [2.910361, 3.590724, 2.295156], [2.109824, 3.817082, 0.746012], [2.301494, 2.183585, 1.406483], [-3.225680, 3.023390, 0.174531], [-3.809716, 3.899620, -2.031629], [-2.031070, 4.500854, -3.648252], [0.344506, 4.165477, -3.025562], [0.926413, 3.271801, -0.830812], [-2.812840, 4.453860, 2.057374], [-4.744391, 4.527205, 3.566760], [-5.209094, 2.630013, 5.087316], [-3.707422, 0.660931, 5.083400], [-1.776222, 0.584853, 3.561187], [-5.127740, -0.433213, 0.100281], [-3.736160, -0.023139, -0.075236], [-2.767601, -0.533249, 0.917008]], "atomic_forces_ev_per_a": [[0.18, 0.23, -0.13], [-0.08, 0.01, -0.03], [0.08, -0.12, -0.04], [-0.01, 0.12, -0.02], [-0.03, 0.00, 0.01], [0.05, 0.03, 0.02], [0.03, -0.02, 0.04], [0.06, 0.00, 0.01], [-0.09, -0.01, 0.02], [0.01, 0.06, 0.00], [0.02, 0.05, 0.01], [0.02, -0.05, 0.01], [0.01, 0.00, 0.00], [0.00, 0.01, 0.01], [-0.01, 0.01, 0.01], [0.00, -0.01, 0.01], [0.01, 0.00, 0.00], [0.00, -0.02, -0.03], [-0.04, -0.01, 0.02], [-0.01, 0.00, 0.00], [0.01, 0.02, -0.01], [-0.02, 0.02, -0.06], [0.00, 0.01, 0.01], [0.00, 0.02, 0.01], [0.01, 0.02, 0.00], [-0.02, -0.02, -0.01], [-0.01, -0.01, 0.04], [0.04, -0.01, 0.02], [0.01, -0.01, 0.03], [0.00, 0.00, 0.07], [-0.09, 0.04, -0.03], [0.00, -0.01, -0.01], [0.00, 0.01, -0.01], [0.00, 0.01, 0.00], [0.01, -0.03, -0.03], [0.01, 0.00, -0.01], [0.01, 0.00, -0.01], [-0.01, -0.01, 0.00], [0.00, 0.00, 0.00], [-0.01, 0.00, 0.02], [0.00, -0.02, -0.02], [0.00, 0.00, -0.01], [-0.05, 0.03, -0.04], [0.01, -0.02, -0.01], [-0.01, -0.01, 0.01], [0.04, 0.06, 0.10], [-0.02, -0.07, -0.05], [-0.02, -0.03, 0.00], [0.01, -0.01, -0.01], [0.00, 0.00, 0.00], [0.00, 0.01, 0.00], [0.00, 0.00, -0.01], [-0.01, 0.01, -0.01], [-0.05, -0.06, -0.08], [0.07, 0.03, 0.08], [0.01, 0.01, 0.00], [0.01, 0.00, 0.01], [0.00, 0.00, 0.00], [-0.02, 0.00, -0.02], [0.00, 0.01, 0.01], [0.00, -0.01, 0.00], [-0.01, 0.00, 0.01], [0.00, 0.00, 0.01], [-0.01, 0.00, 0.01], [0.00, 0.01, -0.01], [0.00, 0.01, 0.00], [0.00, 0.00, -0.01], [0.01, -0.01, 0.00], [-0.01, 0.01, 0.01], [-0.01, 0.00, 0.00], [0.00, -0.01, -0.01], [0.00, 0.00, 0.00], [0.01, 0.01, 0.01], [-0.01, 0.00, -0.03], [0.00, 0.00, 0.00], [-0.01, 0.00, 0.00], [0.00, 0.00, 0.00], [-0.01, -0.02, -0.02], [-0.03, 0.17, 0.16], [0.25, -0.01, -0.27], [-0.34, -0.39, 0.20]], "homo_energy_ev": -5.836, "orbital_gap_ev": 8.18, "max_force_ev_per_a": 0.556, "total_charge": -1, "relative_energy_kcal_mol": 20.5}